(1)
{
  "formula": "C7H8O2",
  "method": "ωB97M-V/def2-TZVPD",
  "total_charge": 0,
  "homo_lumo_gap_ev": 9.0,
  "lumo_ha": 0.0323,
  "smiles": "C=C(C)Oc1ccoc1",
  "symbols": ["C", "C", "C", "O", "C", "C", "C", "O", "C", "H", "H", "H", "H", "H", "H", "H", "H"],
  "positions_angstrom": [[-0.91904, -0.92739, -1.41691], [-1.32680, -0.75052, -0.12305], [-2.54163, -1.12950, 0.69602], [-0.28369, -0.08974, 1.13242], [0.79218, 0.43600, 0.53955], [0.97408, 1.50773, -0.40667], [2.36005, 1.69342, -0.45825], [2.99478, 0.89473, 0.38846], [2.09546, 0.14280, 0.96076], [-0.08802, -0.33583, -1.77530], [-1.46846, -1.45881, -2.10544], [-2.25085, -2.13157, 1.16605], [-2.55557, -0.49874, 1.57167], [-3.44498, -1.16586, 0.11495], [0.13795, 1.97360, -0.98223], [2.98835, 2.32459, -0.98327], [2.53619, -0.48492, 1.68123]],
  "atomic_forces_ev_per_a": [[0.4957, 2.4133, 4.4638], [1.5738, 0.3170, 0.6974], [2.5126, -1.6933, 0.3960], [-2.8987, -1.2673, -4.0169], [3.1000, 0.3590, 0.9878], [0.4664, -0.0987, -0.3504], [-2.8609, 0.0491, -0.0958], [0.9465, 0.8312, -0.8765], [-2.4511, -0.9367, 0.5601], [0.4147, -0.4733, 0.0744], [-1.4799, -1.0185, -1.2200], [-0.8376, 0.9455, -0.7892], [-0.4463, 0.5587, -0.0763], [-0.3301, -0.0504, -0.0402], [1.2430, -0.2297, 0.5547], [0.7781, 1.2081, -1.0716], [-0.2262, -0.9139, 0.8029]]
}

---

(2)
{
  "formula": "CH2Cl2O2",
  "method": "ωB97M-V/def2-TZVPD",
  "total_charge": 0,
  "homo_lumo_gap_ev": 11.3,
  "lumo_ha": 0.0152,
  "smiles": "OC(O)(Cl)Cl",
  "symbols": ["O", "C", "O", "Cl", "Cl", "H", "H"],
  "positions_angstrom": [[0.99684, -0.03809, -0.88636], [0.00320, -0.00405, -0.01378], [0.46170, -0.06710, 1.29143], [-1.01653, 1.39348, -0.15070], [-1.24940, -1.48135, -0.46073], [0.65341, -0.42340, -1.68059], [0.15079, 0.62050, 1.90072]],
  "atomic_forces_ev_per_a": [[0.7866, -0.1446, 0.6201], [-1.1492, -0.5416, 2.2154], [0.4293, -0.9394, -1.2116], [-0.7828, 1.2438, -0.3724], [1.2647, 0.8744, 0.5598], [-0.1631, -0.3531, -1.0391], [-0.3855, -0.1396, -0.7723]]
}

---

(3)
{
  "formula": "C2H9N3O",
  "method": "ωB97M-V/def2-TZVPD",
  "total_charge": 0,
  "homo_lumo_gap_ev": 6.9,
  "lumo_ha": -0.0013,
  "symbols": ["C", "N", "H", "H", "H", "H", "H", "N", "N", "C", "O", "H", "H", "H", "H"],
  "positions_angstrom": [[1.72070, -1.17190, -0.64365], [1.55004, -0.53581, 0.64717], [2.10510, 0.32152, 0.64549], [0.13818, -0.34868, 0.81564], [2.76061, -1.49116, -0.79265], [1.47244, -0.51811, -1.49491], [1.08960, -2.06419, -0.70561], [-0.59627, 0.73250, 0.60249], [-0.57102, 1.43376, -0.60938], [-2.29698, 0.15334, 0.78972], [-2.97192, 0.04928, -0.20549], [-0.36227, 1.24353, 1.44001], [-1.48046, 1.29919, -1.06964], [0.10941, 1.00117, -1.23047], [-2.66715, -0.10443, 1.81128]],
  "atomic_forces_ev_per_a": [[0.2902, -0.0060, 0.2310], [-1.9803, -0.8673, 0.5046], [-0.4934, -0.0058, 0.2429], [4.2930, 0.7987, -1.1519], [-0.0651, -0.1124, -0.1591], [-0.0415, -0.1326, -0.3127], [0.0761, 0.0489, -0.0850], [-6.2040, -2.2804, 0.7983], [0.1369, 0.2712, -0.3608], [0.8774, 1.0409, -2.0031], [1.9726, 0.3678, 2.1871], [-0.0666, 0.8132, -0.0615], [0.2851, 0.0959, 0.2801], [0.0971, -0.1628, 0.3383], [0.8224, 0.1306, -0.4481]]
}

---

(4)
{
  "formula": "C4H3F3N2OS",
  "method": "ωB97M-V/def2-TZVPD",
  "total_charge": 0,
  "homo_lumo_gap_ev": 8.6,
  "lumo_ha": -0.0153,
  "symbols": ["C", "C", "C", "C", "N", "N", "O", "F", "F", "F", "S", "H", "H", "H"],
  "positions_angstrom": [[2.11040, 0.83931, 0.86302], [2.29357, 0.04008, -0.26878], [0.36726, -0.11615, 0.55216], [-2.33507, 0.33486, -0.49237], [0.92054, 0.75378, 1.32223], [1.13563, -0.60817, -0.41399], [-1.64108, -2.26577, 0.53728], [-3.62438, 0.00921, -0.71004], [-1.66664, 0.32220, -1.63832], [-2.34513, 1.53526, 0.02174], [-1.76583, -0.90633, 0.99143], [2.75798, 1.52548, 1.41185], [2.90297, -0.12470, -1.07580], [0.88977, -1.33904, -1.10038]],
  "atomic_forces_ev_per_a": [[5.2714, 1.4182, -1.6560], [0.3465, 0.9034, 1.4800], [-5.6185, -1.4839, 1.5463], [-0.7232, -1.6547, 1.2213], [-3.9502, -0.9929, 1.3295], [-2.1377, -1.2246, -0.4046], [-0.5693, -1.3964, -0.5553], [0.1551, -0.2231, -0.5349], [-0.0649, -0.2317, 0.2648], [0.5218, 0.9747, 0.3116], [3.7300, 3.1997, -1.8435], [0.4280, -0.3374, -0.8163], [2.4129, 0.1564, -1.0905], [0.1982, 0.8922, 0.7476]]
}

---

(5)
{
  "formula": "C25H56CrF7N5O9S2",
  "method": "ωB97M-V/def2-TZVPD",
  "total_charge": 1,
  "homo_lumo_gap_ev": [4.8, 5.9],
  "lumo_ha": [-0.1917, -0.1527],
  "spin_multiplicity": 4,
  "symbols": ["Cr", "F", "C", "F", "F", "F", "S", "O", "O", "N", "S", "O", "O", "C", "F", "F", "F", "C", "C", "C", "C", "C", "C", "N", "O", "C", "C", "C", "H", "H", "H", "H", "H", "H", "H", "H", "H", "H", "H", "H", "H", "H", "H", "H", "H", "H", "H", "C", "O", "C", "C", "N", "C", "C", "O", "C", "H", "H", "H", "H", "H", "H", "H", "H", "H", "H", "H", "H", "H", "H", "H", "C", "C", "C", "O", "C", "N", "H", "H", "H", "H", "H", "H", "H", "H", "H", "H", "H", "C", "C", "C", "O", "C", "N", "H", "H", "H", "H", "H", "H", "H", "H", "H", "H", "H"],
  "positions_angstrom": [[-1.09471, 1.61314, -1.08722], [-0.11736, 0.26203, -0.17979], [-0.75659, 4.51939, -3.49605], [-1.40739, 3.43726, -3.95379], [-0.29584, 5.23869, -4.48719], [-1.60192, 5.21735, -2.74610], [0.70469, 3.95522, -2.41755], [1.86558, 4.27418, -3.14975], [0.49166, 4.56905, -1.14380], [0.36310, 2.29187, -2.21978], [1.70112, 1.41562, -2.66514], [2.90770, 1.83778, -2.05292], [1.32923, 0.04346, -2.53455], [1.89168, 1.61708, -4.54635], [0.87858, 2.34078, -5.04430], [3.04291, 2.18089, -4.82431], [1.85017, 0.42029, -5.09901], [2.09875, -2.94453, 3.65520], [2.20486, -1.48102, 3.12905], [3.20673, -0.70478, 3.97964], [4.64135, -1.13922, 3.76887], [5.00172, -0.98741, 2.28247], [4.01314, -1.67825, 1.32281], [2.64607, -1.42756, 1.74739], [1.67512, -1.96122, 0.86487], [4.21392, -1.04198, -0.06437], [4.36315, -3.17384, 1.21743], [0.84878, -0.80865, 3.28475], [2.89899, -3.27565, 4.30902], [1.89001, -3.60284, 2.81083], [1.17304, -3.02999, 4.23750], [3.14479, 0.34794, 3.67437], [2.91625, -0.80591, 5.02815], [4.75559, -2.16406, 4.13279], [5.38694, -0.55869, 4.31518], [5.98533, -1.45446, 2.22511], [5.00246, 0.06483, 1.99002], [5.29184, -0.93633, -0.19499], [3.77923, -1.66751, -0.84153], [3.77944, -0.04105, -0.07808], [5.29174, -3.38805, 0.69766], [4.42536, -3.64281, 2.20649], [3.45956, -3.64446, 0.81827], [0.10333, -1.36171, 2.70300], [0.86992, 0.23085, 2.96153], [0.46664, -0.91860, 4.30082], [1.38683, -1.16170, 0.40627], [0.58278, 5.48952, 3.60577], [0.15476, 4.40828, 2.80141], [1.09284, 4.08226, 1.81011], [0.70661, 2.76766, 1.13220], [-0.71798, 2.77205, 0.64428], [-1.59506, 2.23988, 1.72725], [-2.95220, 1.86060, 1.22563], [-2.80609, 0.87772, 0.18822], [-4.08736, 0.35951, -0.17644], [1.63713, 5.45074, 3.89402], [-0.00555, 5.53246, 4.51890], [0.44356, 6.43204, 3.06340], [2.09287, 3.89229, 2.21925], [1.19456, 4.86595, 1.05200], [0.93320, 1.99077, 1.85469], [1.37534, 2.70975, 0.27712], [-0.91690, 3.77422, 0.68137], [-1.75942, 3.00785, 2.48684], [-1.11272, 1.41864, 2.25439], [-3.44193, 2.75401, 0.80954], [-3.59161, 1.47666, 2.02124], [-3.98682, -0.40012, -0.94574], [-4.75224, 1.14576, -0.54633], [-4.55614, -0.09431, 0.69747], [-0.92754, -1.11310, -4.42463], [-1.56436, 0.18641, -3.94104], [-2.95489, 0.46905, -4.49164], [-3.82870, -0.57364, -4.12782], [-5.19890, -0.19342, -4.12179], [-1.74198, 0.11454, -2.41807], [-0.51699, -1.00866, -5.42274], [-1.63292, -1.94191, -4.32347], [-0.17439, -1.39545, -3.68975], [-0.99163, 1.05698, -4.25815], [-2.88974, 0.50983, -5.58654], [-3.28319, 1.45748, -4.14036], [-5.73558, -1.07786, -3.79140], [-5.49736, 0.11784, -5.12584], [-5.40691, 0.64165, -3.44244], [-1.25098, -0.77648, -2.18378], [-2.68251, -0.30648, -2.45468], [-3.31918, -3.46897, -0.96708], [-2.23118, -2.84018, -0.10171], [-1.66465, -3.78488, 0.95136], [-2.70291, -4.14044, 1.84407], [-2.20034, -4.76396, 3.01167], [-1.13627, -2.30369, -0.95367], [-3.55872, -2.80678, -1.79861], [-4.18976, -3.72599, -0.36556], [-2.92123, -4.41407, -1.34980], [-2.69613, -2.06477, 0.52270], [-0.80356, -3.34315, 1.46707], [-1.33705, -4.70590, 0.43693], [-3.08935, -4.97856, 3.60836], [-1.58668, -4.09166, 3.61569], [-1.74231, -5.72627, 2.77400], [-0.44766, -3.05749, -0.97761], [-0.69963, -1.63966, -0.31317]],
  "atomic_forces_ev_per_a": [[0.5130, -3.4265, 1.8940], [-0.9799, 1.8480, -0.7571], [0.3517, -0.5173, 0.4437], [-0.1441, 0.2591, -0.1121], [-0.2197, 0.0007, -0.0327], [0.0542, 0.0265, -0.1467], [-1.5953, 0.2015, 0.9988], [0.6062, -0.5953, -0.5750], [-0.3610, 0.0804, -0.0229], [1.5325, 2.0127, -1.0737], [0.2051, -2.2069, -0.2008], [-0.0435, 0.7929, 0.1054], [-0.4128, 0.0128, 0.0502], [-0.0330, 0.3040, 0.1291], [0.1134, 0.0649, -0.0241], [-0.0365, 0.1632, 0.0167], [-0.0465, -0.1187, 0.0986], [-1.4592, 0.2882, -0.0879], [0.5722, -1.0216, 0.6854], [0.3233, 0.5501, 0.0731], [-0.0709, -0.0131, -0.4749], [-0.7148, -0.5371, 0.7151], [0.9846, -0.5347, -0.3293], [-0.1746, 1.5842, 0.2380], [0.2457, -0.1356, -0.0231], [0.0767, -0.1284, 0.5611], [-1.2415, -0.2384, 1.0410], [-0.6344, -0.7068, -0.3428], [0.2663, -0.1035, -0.3399], [0.5332, -0.2080, 0.0388], [0.1829, 0.0245, 0.2441], [-0.1539, 0.0369, 0.2464], [-0.0832, 0.1497, -0.0234], [0.1481, -0.0895, -0.3085], [-0.3484, 0.1759, 0.3021], [0.1040, 0.3064, -0.7862], [0.3916, 0.1007, 0.3011], [-0.0308, -0.1003, -0.3801], [0.0461, 0.1265, -0.1476], [-0.0703, -0.0203, -0.0956], [-0.1652, 0.0529, -0.3642], [0.2826, 0.2578, 0.0786], [0.4969, -0.2735, -0.6938], [0.0709, 0.2164, -0.2855], [0.0038, 0.0425, 0.0858], [0.3903, 0.3860, 0.1792], [-0.1493, -0.1128, -0.1924], [-0.0472, 0.8932, -0.0011], [0.1754, -0.2775, 0.3149], [0.1964, -0.3963, -0.5609], [0.7310, 0.9180, -0.0584], [0.0023, 0.1068, 0.9859], [-0.3136, -0.1292, 0.8781], [0.0254, 0.4139, -0.2310], [0.3374, 0.6228, -0.4881], [-0.5085, -0.1625, -0.2483], [0.0100, -0.4016, -0.1231], [-0.1617, -0.1960, -0.0928], [-0.0121, -0.0094, 0.0370], [-0.0349, 0.1866, 0.1908], [-0.1368, 0.1761, 0.1930], [-0.5079, -0.4947, -0.3832], [-0.0003, -0.4597, 0.0292], [-0.1945, -0.0572, -0.8294], [0.2365, 0.0824, -0.0681], [0.0723, -0.1921, -0.3735], [-0.1322, -0.1505, -0.0448], [0.1298, -0.1086, 0.0482], [0.2044, -0.0280, 0.0787], [0.1437, 0.1117, 0.0110], [0.1228, -0.0384, 0.0360], [-0.4043, -0.1322, 0.9589], [-0.3576, 0.2712, 0.1336], [0.3684, -0.2078, -0.9441], [-0.0198, 0.3957, 0.7599], [0.2159, -0.1210, -0.2146], [0.2110, -0.5629, -1.6968], [-0.0033, -0.2017, -0.0548], [-0.2316, 0.1523, -0.5489], [0.5431, 0.2110, -0.4665], [0.3323, -0.1232, 0.4130], [-0.0262, 0.1752, 0.0222], [-0.2371, -0.1372, 0.1280], [-0.2353, 0.0748, -0.1461], [-0.1898, -0.1566, 0.0105], [0.1721, -0.0333, 0.0919], [0.2551, 0.5345, 0.7931], [-0.1792, 0.6020, 0.7975], [0.6191, -0.4553, 0.4945], [-0.4678, -0.0141, 0.2209], [-0.4909, -0.8192, -0.5404], [0.4832, 0.4746, 0.0722], [-1.2622, -0.1779, 0.1775], [-0.0812, -0.1632, 1.3295], [-0.1796, -0.0658, -0.0224], [-0.1132, 0.1516, -0.1000], [-0.1346, 0.0831, -0.3030], [0.2173, 0.4519, -0.4531], [-0.0619, 0.1107, 0.0255], [0.2998, 0.0994, 0.0847], [0.0924, -0.0864, 0.0588], [0.4076, -0.1069, -0.2445], [0.4268, 0.1530, 0.0815], [0.0519, 0.0984, -0.4916], [0.3157, 0.1383, -0.4334]]
}

---

E_tot
In order: -421.8777; -1110.1558; -320.9233; -1036.6509; -4476.6960
Unit: hartree
Relative energy (zero: lowest compared OMol25 entry of this formula, charge and spin)
In order: 84.9; 15.3; 130.8; 40.9; 0.0
Unit: kcal/mol
Molecular weight
In order: 124.14; 116.93; 91.11; 184.14; 819.86
Unit: g/mol